# 1
51
Properties=species:S:1:pos:R:3 method="wB97M-V/def2-TZVPD" relative_energy_ev=23.228 energy_ha=-1092.0322 homo_lumo_gap_ev=6.72 homo_ev=-6.956
C 0.73336 6.54779 -3.15926
C 1.01956 5.18542 -2.44431
C 2.40662 4.82637 -2.07322
C 2.58918 3.79432 -1.43520
N 3.70520 3.31123 -1.15953
C 3.55311 2.26625 -0.30454
C 2.14943 2.07210 -0.23320
C 1.66547 2.91057 -1.12517
C 0.37317 3.27455 -1.47644
C 0.01909 4.42018 -2.11892
H -0.74754 4.67122 -2.30044
H -0.37602 2.65702 -1.21005
C 1.57926 0.70520 0.19279
O 2.48706 -0.14467 0.98558
C 0.22185 0.50556 0.21033
N -0.28092 -0.44295 1.20798
C -0.03827 -1.82709 0.62801
C -1.07138 -2.55353 0.01350
N -2.05410 -2.97470 0.93660
C -2.78247 -3.94125 1.11998
C -3.43594 -4.36771 2.08517
C -4.10303 -5.41565 2.38312
C -4.19948 -6.40114 1.23875
C -3.59707 -5.92307 0.13330
C -2.70661 -5.02052 -0.23949
H -2.45476 -4.67366 -1.00976
H -3.84279 -6.60960 -0.96760
H -4.72490 -7.41027 1.24689
H -4.72325 -5.67801 3.22022
H -3.48730 -3.73099 3.11227
C -2.08921 -1.88937 1.96256
C -1.65421 -0.50555 1.28423
H -2.25910 -0.25906 0.55814
H -1.92860 0.35584 2.08082
H -1.63577 -2.03333 2.81246
H -3.09690 -1.79717 2.38388
H -0.62267 -3.71013 -0.49524
H -1.42206 -1.98070 -0.67216
H 0.99506 -1.77742 -0.03369
H 0.63042 -2.38217 1.59893
H -0.25768 0.50301 -0.60015
H -0.16172 1.64579 0.95308
C 4.73254 1.50862 0.28309
H 4.41846 1.30441 1.30113
H 4.93654 0.46100 -0.25002
H 5.53536 1.83140 0.20813
H 4.58613 3.74989 -1.07894
H 3.02756 5.61553 -2.39785
H 1.76752 7.02050 -3.51235
H 0.39685 6.40574 -4.14762
H 0.13974 7.12581 -2.69006

# 2
53
Properties=species:S:1:pos:R:3 method="wB97M-V/def2-TZVPD" relative_energy_ev=0.000 energy_ha=-1566.2912 smiles="CCc1ccc(CN2CCC[C@H](C(=O)Nc3ccc(-c4cscn4)cc3)C2)o1" homo_lumo_gap_ev=8.29 homo_ev=-7.660
C 2.61432 -1.28226 3.14190
C 3.45780 -0.12269 2.60977
C 2.65725 0.78139 1.73595
C 2.77258 1.11002 0.41888
C 1.72705 2.02516 0.14100
C 1.04034 2.18982 1.30731
C -0.18202 2.96840 1.68212
N -1.34579 2.49676 0.93425
C -2.56824 2.41089 1.71568
C -3.63074 1.65390 0.92172
C -3.90905 2.36057 -0.40031
C -2.60827 2.58797 -1.18349
C -2.13264 1.27632 -1.81642
O -2.50693 0.95161 -2.92410
N -1.30420 0.55495 -1.02128
C -0.66143 -0.64858 -1.29142
C 0.14112 -1.19179 -0.28614
C 0.81821 -2.37351 -0.49049
C 0.71164 -3.05330 -1.70415
C 1.41368 -4.30281 -1.95587
C 2.29614 -4.94101 -1.12344
S 2.88267 -6.38980 -1.83345
C 1.89110 -6.03523 -3.21848
N 1.21308 -4.95881 -3.13742
C -0.10000 -2.51017 -2.70070
C -0.77848 -1.32644 -2.50370
C -1.56992 3.26143 -0.28397
O 1.60359 1.43183 2.27762
H 3.21468 -1.92323 3.78268
H 1.77441 -0.90235 3.71832
H 2.22677 -1.87676 2.31835
H 4.29957 -0.50313 2.03041
H 3.85102 0.44910 3.45487
H 3.50614 0.74874 -0.27188
H 1.52846 2.48891 -0.80329
H -0.01643 4.04475 1.52234
H -0.34759 2.80826 2.74999
H -2.35100 1.87278 2.64166
H -2.94875 3.41352 1.97889
H -3.28493 0.63646 0.73430
H -4.54685 1.59588 1.51173
H -4.60310 1.77678 -1.00643
H -4.36992 3.33127 -0.19898
H -2.82662 3.25440 -2.02441
H -1.09489 0.98544 -0.11553
H 0.22843 -0.67516 0.65875
H 1.43261 -2.77593 0.30049
H 2.63816 -4.65418 -0.15070
H 1.87491 -6.69598 -4.06189
H -0.18758 -3.03650 -3.63801
H -1.40092 -0.91684 -3.28145
H -0.62111 3.34657 -0.81722
H -1.91836 4.28256 -0.04438

# 3
56
Properties=species:S:1:pos:R:3 method="wB97M-V/def2-TZVPD" relative_energy_ev=2.576 energy_ha=-1792.0092 smiles="COCCCNC(=O)c1c[nH]c2ccc(S(=O)(=O)N(C)c3ccccc3C)cc2c1=O" homo_lumo_gap_ev=8.43 homo_ev=-8.738
C -7.58871 -2.22862 0.89132
O -6.24680 -2.01137 1.24698
C -5.63851 -0.91459 0.60520
C -5.31371 -1.15996 -0.87260
C -4.54212 0.01614 -1.47379
N -3.24977 0.18648 -0.86043
C -2.97047 1.20684 -0.03630
O -3.74087 2.12269 0.20793
C -1.59980 1.17311 0.57300
C -1.28345 2.22328 1.37758
N -0.09629 2.35357 1.99968
C 0.89051 1.41666 1.85255
C 2.13224 1.57795 2.47911
C 3.13214 0.65773 2.26560
C 2.88941 -0.44615 1.45744
S 4.23588 -1.55682 1.03710
O 3.80207 -2.91604 1.16240
O 5.40002 -1.16774 1.77893
N 4.50943 -1.24141 -0.61618
C 4.70292 -2.45572 -1.37987
C 3.70992 -0.21759 -1.16545
C 2.62417 -0.50114 -1.98993
C 1.79761 0.50992 -2.44298
C 2.04509 1.81878 -2.07085
C 3.14849 2.10806 -1.28755
C 4.00241 1.11120 -0.83490
C 5.23193 1.47924 -0.06093
C 1.65719 -0.65670 0.89037
C 0.64077 0.28607 1.05594
C -0.64163 0.10210 0.35363
O -0.83684 -0.87977 -0.35816
H -7.96424 -2.99393 1.56825
H -8.18291 -1.31414 1.01120
H -7.69107 -2.58463 -0.13999
H -4.71153 -0.74422 1.15868
H -6.26947 -0.01826 0.70016
H -6.23536 -1.29483 -1.44076
H -4.72124 -2.07358 -0.95538
H -4.40648 -0.14554 -2.54814
H -5.09402 0.94695 -1.31811
H -2.55429 -0.55022 -0.95325
H -2.01867 3.00224 1.52888
H 0.08434 3.15998 2.58162
H 2.30140 2.43804 3.11025
H 4.10870 0.76593 2.70903
H 3.84553 -3.13261 -1.32646
H 5.56519 -2.96803 -0.95631
H 4.90973 -2.19058 -2.41526
H 2.41274 -1.52265 -2.26417
H 0.95189 0.26952 -3.06843
H 1.39135 2.61209 -2.40089
H 3.36334 3.13440 -1.02498
H 6.02337 1.74848 -0.76169
H 5.59001 0.65468 0.54541
H 5.04182 2.34299 0.57280
H 1.45668 -1.53829 0.30267

# 4
57
Properties=species:S:1:pos:R:3 method="wB97M-V/def2-TZVPD" relative_energy_ev=0.000 energy_ha=-1867.3235 smiles="CCOC(=O)CNC(=O)[C@@H](Cc1ccccc1)NS(=O)(=O)c1ccc2c(c1)CCC(=O)N2" homo_lumo_gap_ev=9.46 homo_ev=-8.910
C -3.61100 -2.75148 -1.74321
C -2.53072 -3.57512 -1.06158
O -1.91045 -2.85490 0.01378
C -0.88071 -2.07322 -0.27410
O -0.43446 -1.87568 -1.37491
C -0.28513 -1.47888 0.98592
N 0.80379 -0.60546 0.64294
C 1.26756 0.31934 1.50886
O 0.78589 0.46366 2.61378
C 2.46387 1.13878 1.02039
C 3.76795 0.37587 1.35084
C 3.79346 -0.96786 0.68197
C 4.24913 -1.10102 -0.62478
C 4.20290 -2.32767 -1.26538
C 3.70349 -3.43774 -0.60618
C 3.26154 -3.31851 0.70094
C 3.30651 -2.09212 1.33963
N 2.42211 1.50901 -0.36905
S 1.44511 2.77353 -0.83271
O 1.61227 3.80706 0.14103
O 1.76025 3.02858 -2.20554
C -0.21312 2.11660 -0.73391
C -0.76296 1.53568 -1.85926
C -2.02451 0.97717 -1.78415
C -2.71154 0.98445 -0.57320
C -2.14973 1.57772 0.56430
C -0.89555 2.15524 0.46742
C -2.96059 1.59145 1.82636
C -3.81015 0.32721 1.93710
C -4.59550 0.04251 0.67642
O -5.66835 -0.51593 0.65017
N -3.97318 0.41522 -0.48096
H -3.16250 -1.88639 -2.22518
H -4.35160 -2.42484 -1.01709
H -4.10191 -3.35884 -2.49812
H -1.75751 -3.86165 -1.78128
H -2.95405 -4.46436 -0.59136
H -1.03908 -0.91666 1.54437
H 0.05437 -2.30229 1.62878
H 1.18862 -0.72888 -0.28224
H 2.45646 2.08551 1.57028
H 3.82468 0.26184 2.43409
H 4.60496 0.98730 1.01235
H 4.65141 -0.23938 -1.13823
H 4.55966 -2.41689 -2.28072
H 3.66649 -4.39397 -1.10611
H 2.88347 -4.18469 1.22436
H 2.96086 -2.00062 2.35958
H 2.48886 0.76874 -1.04811
H -0.20176 1.54503 -2.77915
H -2.47834 0.53585 -2.65866
H -0.44435 2.64543 1.31526
H -2.30258 1.68093 2.69133
H -3.61647 2.46814 1.81314
H -4.50932 0.39385 2.77083
H -3.17381 -0.54621 2.11333
H -4.44468 0.16748 -1.34192

# 5
51
Properties=species:S:1:pos:R:3 method="wB97M-V/def2-TZVPD" relative_energy_ev=0.762 charge=+1 energy_ha=-1072.0847 homo_lumo_gap_ev=7.39 homo_ev=-11.131
C -1.08073 2.31440 3.62975
N -0.14019 1.72922 2.68217
C 0.57530 0.57183 2.87714
C 1.42270 0.33395 1.76605
C 2.23582 -0.80565 1.54915
C 2.60379 -1.25917 0.22866
C 1.69378 -1.05282 -0.86770
C 2.01002 -1.49175 -2.15684
C 3.23186 -2.12446 -2.42652
C 4.10536 -2.40193 -1.35890
C 3.77871 -2.00408 -0.05661
C 1.23104 1.48632 0.87170
C 1.78899 1.92799 -0.33124
C 1.45206 3.21147 -0.81266
C 0.56167 4.04500 -0.12995
C -0.10350 3.58487 1.01851
C 0.23031 2.30634 1.46754
H -1.25700 3.36177 3.36623
H -2.04210 1.77719 3.62896
H -0.64561 2.25897 4.63490
H 0.32303 -0.08681 3.70887
H 2.26201 -1.55545 2.36733
H 0.72715 -0.59265 -0.66030
H 1.27497 -1.31423 -2.95330
H 3.47287 -2.40247 -3.44897
H 5.05120 -2.93619 -1.54923
H 4.45223 -2.27088 0.77972
H 2.46244 1.28108 -0.88148
H 1.91657 3.57325 -1.73762
H 0.38792 5.06982 -0.46639
H -0.80101 4.20830 1.59264
C 5.76701 -0.13203 3.85506
C 4.39053 -0.03371 3.24865
N 3.89479 -1.31367 2.77882
C 4.31911 -2.40926 3.38627
N 5.25897 -2.42346 4.35784
C 5.90038 -1.25305 4.88203
C 5.55453 -3.76053 4.82132
C 4.73959 -4.64834 3.90521
N 3.94159 -3.69582 3.14039
H 6.50093 -0.32012 3.05724
H 6.01631 0.82017 4.32642
H 3.68166 0.41584 3.95063
H 4.40892 0.59660 2.36461
H 6.96584 -1.49848 5.06100
H 5.43568 -0.96057 5.84047
H 6.63568 -3.97766 4.72416
H 5.25721 -3.88017 5.87930
H 5.40062 -5.24329 3.23260
H 4.07980 -5.32846 4.48064
H 3.43465 -3.95167 2.28249